Here is a 2-piece molecular cluster, C5H14N4O overall from the Open Molecules 2025 dataset. Energies are from ωB97M-V with the def2-TZVPD basis set.

Its HOMO-LUMO gap is 9.4378 eV. Its SMILES is [H]/N=C(\N)[C@H](C)O.[H]/N=C(\C)N. As for the spin multiplicity: 1. The total energy is -493.19753 hartree.

XYZ file:
```
24
C5H14N4O, DFT ωB97M-V with the def2-TZVPD basis set
H -3.234 0.020 -2.561
N -2.688 -0.462 -1.849
C -2.251 0.297 -0.935
N -2.393 1.642 -0.828
C -1.437 -0.335 0.190
C -2.347 -1.264 0.997
O -0.888 0.629 1.061
H -2.093 2.060 0.041
H -3.054 2.136 -1.403
H -0.650 -0.935 -0.287
H -2.814 -1.980 0.328
H -3.117 -0.678 1.493
H -1.769 -1.786 1.757
H 0.000 0.905 0.735
H 2.065 1.995 -0.072
N 1.677 1.115 0.244
C 2.473 0.124 0.194
C 3.913 0.153 -0.253
N 2.010 -1.104 0.530
H 4.565 -0.097 0.583
H 4.183 1.139 -0.623
H 4.069 -0.576 -1.045
H 1.115 -1.150 0.990
H 2.664 -1.847 0.711
```

---

Here is C41H33FeN4O7PS as an isolated structure at a distorted geometry from the Open Molecules 2025 dataset. Energies are from ωB97M-V with the def2-TZVPD basis set.

Its expectation value of S² is 8.77. Its HOMO-LUMO gap (spin up / spin down) is 6.9922 / 6.4801 eV. As for the spin multiplicity: 6. Its total charge is +1. The total energy is -4330.68642 hartree.

XYZ file:
```
88
C41H33FeN4O7PS, DFT ωB97M-V with the def2-TZVPD basis set
Fe -0.676 -0.294 -0.805
O 2.988 -5.438 -4.668
N 1.750 -5.545 -4.707
O 1.145 -6.419 -5.345
C 0.913 -4.524 -4.093
C -0.415 -4.862 -3.966
C -1.257 -4.094 -3.183
C -2.348 -4.724 -2.471
C -2.880 -3.976 -1.392
C -2.515 -2.645 -1.181
N -1.495 -2.101 -1.801
C -0.805 -2.801 -2.716
C 0.498 -2.269 -3.162
N 0.672 -0.869 -2.943
C 1.857 -0.384 -3.146
C 3.058 -1.213 -3.472
C 2.807 -2.708 -3.887
C 1.402 -3.150 -3.767
H -0.801 -5.789 -4.372
H -2.810 -5.626 -2.889
H -3.545 -4.441 -0.618
H -3.009 -2.090 -0.420
H 1.955 0.682 -2.949
H 3.689 -0.784 -4.275
H 3.269 -2.936 -4.863
O 0.549 2.116 -1.230
C 0.433 1.370 -0.268
C 1.136 1.485 0.974
C 1.415 2.610 1.725
C 2.360 2.575 2.786
C 3.168 1.469 2.931
C 2.949 0.274 2.189
C 1.874 0.228 1.275
P 1.214 -1.281 0.608
C 0.780 -2.189 2.079
C -0.600 -2.274 2.313
C -1.067 -3.043 3.378
C -0.209 -3.816 4.145
C 1.172 -3.733 3.886
C 1.671 -2.922 2.892
C 2.583 -2.014 -0.324
C 2.575 -3.439 -0.468
C 3.209 -3.989 -1.549
C 3.771 -3.219 -2.683
C 3.995 -1.689 -2.299
C 3.520 -1.266 -0.959
H 0.938 3.559 1.506
H 2.436 3.372 3.504
H 4.016 1.512 3.616
H 3.580 -0.605 2.340
H -1.318 -1.717 1.721
H -2.166 -3.006 3.597
H -0.565 -4.463 4.990
H 1.887 -4.318 4.489
H 2.711 -2.971 2.667
H 2.236 -4.054 0.314
H 3.092 -5.062 -1.708
H 4.693 -3.627 -3.079
H 4.992 -1.304 -2.535
H 3.767 -0.282 -0.545
C -0.778 8.649 0.458
C -1.151 7.303 1.065
C -1.297 6.149 0.295
C -1.857 4.973 0.764
C -2.146 4.944 2.140
C -1.848 5.979 2.981
C -1.308 7.122 2.453
S -2.731 3.530 3.090
O -3.651 4.084 4.103
O -1.513 2.876 3.542
N -3.483 2.303 2.231
C -4.505 2.510 1.212
C -4.548 1.241 0.339
C -3.293 1.007 -0.499
O -3.184 1.477 -1.634
O -2.381 0.146 0.010
H -1.252 8.761 -0.543
H 0.326 8.666 0.273
H -0.991 9.466 1.154
H -0.956 6.238 -0.742
H -1.961 4.119 0.165
H -1.900 5.899 4.064
H -1.045 7.964 3.062
H -2.865 1.528 2.021
H -4.234 3.337 0.491
H -5.480 2.693 1.676
H -5.413 1.409 -0.327
H -4.800 0.341 0.972
```